(1)
Molecular formula: C2NO4
Method: DFT, wB97M-V/def2-TZVPD

Each line ends with the natural charge from an NBO analysis.
Element x y z (Å)
1 O 2.336 -0.525 0.075  -0.6319
2 C 1.204 -0.118 -0.046  0.8598
3 N -0.238 -1.037 -0.045  -0.7134
4 C -1.165 -0.184 -0.004  0.7580
5 O -2.353 -0.206 0.002  -0.6901
6 O -0.573 1.199 0.084  -0.3107
7 O 0.803 1.144 -0.092  -0.2716

Results
- SMILES: O=c1nc([O-])oo1
- LUMO level: 4.18 eV
- Net charge: -1



(2)
Molecular formula: C2NOS
Method: DFT, wB97M-V/def2-TZVPD

Each line ends with the natural charge from an NBO analysis.
Element x y z (Å)
1 C 1.492 0.675 0.035  -0.2051
2 C -1.112 -0.318 0.024  0.5220
3 N 2.548 0.214 0.020  -0.7139
4 O -0.687 -1.421 -0.039  -0.4716
5 S -2.242 0.850 -0.040  -0.1315

Results
- LUMO level: 3.15 eV
- Net charge: -1



(3)
Molecular formula: C2O2
Method: DFT, wB97M-V/def2-TZVPD

Each line ends with the natural charge from an NBO analysis.
Element x y z (Å)
1 C -0.468 1.080 0.198  0.2699
2 C 0.272 -0.119 0.169  0.5911
3 O -0.698 0.149 -0.721  -0.3775
4 O 0.894 -1.110 0.353  -0.4835

Results
- LUMO level: -1.29 eV
- Net charge: 0